1.
C43H82ClF3N3O7S2 | ωB97M-V/def2-TZVPD

Geometry as XYZ:
```
141
Properties=species:S:1:pos:R:3:forces:R:3:lowdin_charge:R:1
Cl -1.09471 -1.62980 -3.62239 -1.2258 -0.1629 -0.2659 0.498
S -2.72887 -1.60116 -2.39076 -3.0956 -1.3383 -0.0997 0.420
S 0.66087 -2.66014 -5.94913 0.2143 -0.1772 -0.1877 0.727
F 2.40132 -8.57525 -3.52899 0.3068 0.6575 -0.1626 0.129
F 2.56399 -7.31083 -5.29469 0.2395 0.0267 0.7110 0.119
F 4.15936 -7.30827 -3.79359 -0.7060 0.0250 -0.1163 0.115
O -5.47421 0.49816 2.17617 -1.0431 -0.1564 -0.9356 -0.038
O -2.69186 -2.82104 -1.58940 0.4915 1.5660 -0.9365 -0.349
O 4.57500 1.61454 -0.99282 -0.3375 -0.0474 0.2256 -0.041
O 0.43206 -5.04162 -0.96758 0.4071 0.2587 0.3902 -0.002
O -3.90941 -1.39020 -3.22863 2.1139 -0.0108 1.0917 -0.337
O 1.01052 4.38447 1.82749 -1.0546 0.4744 -0.4987 -0.051
O 6.26162 2.40320 0.26372 -1.8614 -0.1125 -0.3312 0.134
N 0.06566 5.28658 1.69358 2.0751 -0.3474 1.0626 -0.072
N -6.59866 0.06220 1.64886 1.4580 -0.1185 1.8769 -0.080
N 3.34614 -2.90503 -1.81649 0.0115 -0.0021 -0.1142 0.061
C 3.72870 2.45734 2.23227 -0.2484 -0.1202 0.1679 -0.078
C 5.06230 2.37701 0.05727 1.9946 0.3467 0.5914 -0.450
C 0.58056 6.48860 0.95680 -0.4259 0.4918 -0.8430 -0.492
C -0.63015 5.53658 2.99792 -1.1519 0.0327 0.2222 -0.473
C 6.89673 -3.39170 -0.27926 0.0057 0.1675 0.2259 -0.246
C 4.11525 0.31528 -0.57983 0.5009 0.3423 -0.1665 -0.160
C 4.38521 -3.15908 -0.73462 1.1581 -1.0149 0.5739 -0.258
C 1.35420 6.03466 -0.27931 0.1713 -0.2406 0.1091 -0.036
C -2.45566 -0.15205 -1.37347 0.6549 0.4701 0.2559 -0.252
C 2.98379 -5.37394 -2.30818 0.1516 0.3161 -0.1540 -0.096
C 2.80835 -7.35519 -3.95692 -0.1081 -0.3691 -0.2228 -0.567
C 0.70267 -2.65106 -0.63079 -0.1242 0.3097 0.4032 -0.072
C 2.36702 -2.96994 -5.38703 0.4143 0.0590 -0.0514 -0.527
C -7.94129 -0.12545 3.71408 0.1711 -0.2938 0.1500 -0.134
C -6.55534 -1.41852 1.42726 -0.3418 -0.5598 -0.9658 -0.470
C 5.81744 -2.73517 -1.17458 -0.1566 0.1125 -0.0842 -0.157
C 4.05364 3.15378 0.87764 -0.6968 -0.3691 0.1230 -0.141
C 1.96064 -1.43542 -3.30815 0.3444 -0.2595 -0.4744 -0.189
C 0.17870 6.50103 3.88305 0.4597 0.0345 -0.0215 -0.132
C -0.55890 7.37942 0.43198 -0.1286 -0.0610 0.1358 -0.036
C -9.08170 0.46795 1.56670 0.0656 -0.1504 -0.1161 -0.036
C 1.40443 -4.01948 -0.68660 -0.4562 -0.0974 -0.4473 -0.292
C 2.83572 -1.73694 -4.57143 -0.3216 -0.0462 -0.2989 -0.229
C 2.06524 -6.22471 -3.22683 -0.2476 -0.0505 0.4076 -0.048
C -8.05505 -1.63940 3.53343 -0.0135 0.0619 -0.1214 -0.169
C -6.88246 -2.18726 2.71847 0.0962 0.1619 0.4325 -0.133
C -5.15561 -1.82060 0.97193 0.3427 0.0929 0.1625 -0.052
C 4.06416 -2.75140 0.71218 0.1780 0.2864 0.5498 -0.010
C -7.52538 -1.81555 0.27891 -0.0778 0.2213 -0.0343 -0.018
C -0.79174 4.21679 3.75411 0.2389 -0.1307 -0.0617 -0.049
C 1.57850 -1.37172 -0.83720 -0.4141 -0.2597 0.8178 -0.229
C -2.06166 6.08400 2.74257 -0.0240 -0.0574 -0.2314 -0.023
C 8.28499 -3.45153 -0.95313 0.1422 -0.1287 0.5822 -0.098
C -1.68066 -0.46644 -0.07211 -0.5061 -0.0794 0.4413 -0.216
C -0.30306 0.20077 0.01314 0.2167 -0.0491 0.0308 -0.168
C 0.63814 -0.17998 -1.15851 0.0527 0.3188 0.1213 -0.164
C 1.48135 7.30779 1.88207 0.1039 -0.0332 0.3449 -0.134
C -7.59345 2.10602 2.60884 0.3115 0.0351 0.1208 -0.041
C 0.77126 7.71731 3.17036 -0.1156 -0.0486 -0.0654 -0.168
C 2.68261 -1.52354 -1.90917 -1.0517 0.9190 -0.7364 -0.286
C 3.72098 -0.37291 -1.89659 0.4766 -0.1315 -0.2167 -0.065
C -7.78373 0.60837 2.38115 -0.8793 0.4782 -0.3322 -0.499
C 2.32785 -4.01674 -1.91331 -0.8588 -1.1887 -0.1689 -0.186
H 0.41581 -3.83604 -6.55415 0.1460 0.0814 0.0888 -0.117
H 2.00707 -1.13224 0.15768 0.0942 -0.1761 -0.6782 0.118
H 0.14979 -0.09583 0.97962 -0.1168 0.2467 -0.3488 0.122
H -4.41188 -1.69977 1.75953 -0.0650 0.1339 -0.0241 0.077
H 1.24902 0.70693 -1.42195 -0.2494 -0.4178 0.0650 0.131
H 3.29880 -5.95532 -1.42398 -0.1438 0.2130 -0.3877 0.140
H 8.76438 -2.45664 -0.92634 -0.2613 -0.4128 -0.3001 0.084
H -1.28746 3.46563 3.13686 -0.0231 0.0380 -0.0143 0.089
H 3.27765 0.43436 0.13487 0.3493 -0.2041 -0.3508 0.117
H -0.00198 8.46176 2.96504 -0.0178 -0.0324 -0.0537 0.107
H 1.25251 -6.68708 -2.63650 0.4656 0.2605 -0.3051 0.134
H 1.48600 8.20435 3.83632 -0.0414 0.0110 0.0129 0.116
H 8.24544 -3.84236 -1.98249 -0.0123 0.2258 0.3554 0.076
H -0.12897 8.18758 -0.16054 0.0725 -0.0667 -0.0222 0.093
H 0.16208 3.81371 4.09022 0.0010 0.0052 -0.1088 0.073
H -0.13075 -2.65490 -1.36533 0.6150 -0.2856 0.3799 0.088
H 2.78009 -0.86837 -5.25829 0.1592 -0.3884 0.4275 0.122
H -9.00788 -1.90257 3.06744 0.0088 0.0494 -0.0422 0.106
H -2.80560 5.49535 3.28167 0.1337 0.0563 0.1065 0.081
H 5.97666 -3.04588 -2.23177 -0.0813 0.0569 0.4826 0.128
H 1.91388 -4.29382 0.25084 0.0752 0.2191 -0.3908 0.149
H 3.10105 3.22641 0.31820 0.5363 0.2247 0.2261 0.105
H 1.63454 -3.80543 -2.75245 0.5761 0.3146 0.4326 0.142
H -1.60811 -1.56108 0.03625 -0.0450 0.5026 0.0145 0.085
H -7.91269 -0.94080 -0.24051 0.0311 -0.0154 0.0323 0.074
H -8.05855 -2.11953 4.51394 -0.0173 -0.0271 -0.0305 0.114
H 5.95051 -1.64450 -1.14049 -0.0226 -0.3492 -0.0495 0.102
H 6.56764 -4.39805 0.05241 0.1645 0.3603 -0.3521 0.116
H 1.04152 -2.05925 -3.32866 1.1097 0.3530 0.1140 -0.009
H -8.37464 -2.40082 0.63323 -0.0047 0.0484 0.0217 0.083
H -0.42576 1.30014 0.04547 0.0441 -0.4949 -0.0090 0.125
H -5.15746 -2.87274 0.68493 -0.1130 0.0176 -0.0384 0.095
H -7.06063 -3.23351 2.46016 0.0339 0.0157 -0.0644 0.125
H 3.00394 -3.09376 -6.28120 -0.1824 -0.0119 0.5548 0.086
H -4.84181 -1.23353 0.10561 -0.0833 -0.0239 -0.0033 0.072
H 4.98848 -0.15542 -0.08554 -0.6506 -0.0013 -0.0945 0.115
H -0.46051 6.82598 4.70644 -0.0428 -0.0669 -0.0083 0.126
H 3.00407 -2.78176 0.98960 0.3866 -0.0175 -0.2112 0.071
H 1.68430 6.91217 -0.83575 -0.0549 0.0291 0.0289 0.091
H -6.73310 2.32083 3.24070 0.0018 -0.0716 -0.0614 0.078
H 4.62276 2.09107 2.76396 -0.2322 0.3243 -0.2805 0.084
H 4.62909 -0.74024 -2.41405 -0.3242 0.3360 0.2877 0.123
H -8.82408 0.26166 4.22753 -0.0146 0.0309 -0.0559 0.125
H 3.04862 1.59070 2.10091 0.3440 0.4294 -0.0414 0.065
H 2.37378 6.72472 2.13326 -0.0710 -0.1025 -0.0510 0.123
H -1.23408 6.81219 -0.21059 0.0246 -0.0056 -0.0036 0.092
H -7.01092 -2.40722 -0.47770 0.0506 -0.0868 0.1145 0.080
H 4.45134 4.15942 1.08766 -0.0635 -0.4365 -0.2495 0.129
H -1.40733 4.39665 4.63596 -0.0199 0.0523 -0.0342 0.091
H 1.60061 -0.39945 -3.42963 0.2018 -0.5356 0.3402 0.117
H -1.15030 7.84715 1.21364 0.0249 -0.0303 0.0037 0.062
H -2.33964 6.01822 1.69183 0.0424 -0.0134 0.0336 0.073
H 4.49232 -4.26462 -0.71016 -0.4730 0.5676 -0.1948 0.134
H 3.90635 -1.86153 -4.33326 -0.2505 0.0677 -0.0560 0.107
H -1.88171 0.55911 -2.00137 -0.6122 -0.2801 0.1981 0.108
H -7.46350 2.63001 1.66031 0.0111 -0.0361 0.0024 0.090
H 1.00503 5.94312 4.33713 -0.0344 -0.0664 -0.0925 0.121
H -5.99541 -2.17534 3.36173 0.0154 0.0896 -0.0774 0.121
H 7.00048 -2.79336 0.64993 -0.1356 -0.3481 -0.4241 0.119
H -3.46178 0.24741 -1.16705 0.3328 -0.2466 -0.2746 0.111
H 3.89693 -3.02721 -2.67609 -0.1496 0.3575 0.0681 0.143
H 4.45869 -1.75375 0.98635 -0.2908 -0.5291 -0.2874 0.086
H 2.23552 5.44984 -0.02213 -0.0553 0.0014 0.0528 0.058
H -2.17141 7.12233 3.05499 0.0180 0.0165 -0.0298 0.082
H -9.39004 -0.56015 1.39829 0.0357 0.0142 0.0080 0.061
H -0.05242 -5.23357 -0.14879 0.0818 0.0874 -0.3740 0.123
H 2.41557 -3.88614 -4.77376 0.0004 0.3275 -0.3568 0.042
H 0.23656 -2.55281 0.36815 0.0792 -0.0485 -0.4623 0.135
H 3.89511 -5.13297 -2.89247 -0.2408 -0.1836 0.3070 0.127
H 3.36641 0.44910 -2.54969 -0.0569 -0.5192 0.4204 0.143
H 0.72075 5.43480 -0.93587 -0.0112 -0.0021 0.0308 0.091
H 3.18582 3.17238 2.87882 0.3205 -0.3666 -0.3395 0.070
H -8.98849 0.95775 0.59622 0.0093 0.0159 0.0223 0.092
H -9.89240 0.95184 2.11220 0.0718 0.0627 0.0329 0.093
H 1.56849 -5.60497 -3.99466 0.3118 -0.2309 0.3235 0.119
H 4.57776 -3.46977 1.38290 -0.2346 0.3688 -0.4358 0.108
H -7.08382 0.09691 4.35702 0.0589 0.0490 -0.1145 0.126
H 0.00772 -0.43292 -2.03228 0.6813 0.3580 0.5977 0.023
H -2.30170 -0.11970 0.77760 0.2848 -0.1901 -0.4179 0.125
H 1.82899 8.19199 1.34329 -0.0417 -0.0190 -0.0512 0.126
H -8.48066 2.50674 3.09981 -0.0381 -0.0540 -0.0309 0.089
H 8.94261 -4.11952 -0.36197 -0.3231 0.3213 -0.3670 0.082
```
Forces are in eV/Å.

Output
Total charge: +1
Frontier orbital gap (alpha / beta): 8.01 / 8.98 eV
Spin multiplicity: 3
HOMO level (alpha / beta): -10.0 / -11.0 eV
LUMO level (alpha / beta): -2.0 / -2.0 eV
E: -107059.9522 eV
⟨S²⟩: 2.01

***

2.
C35H52AsOsP3Se | ωB97M-V/def2-TZVPD

Geometry as XYZ:
```
93
Properties=species:S:1:pos:R:3:forces:R:3:lowdin_charge:R:1
Os -0.79126 -0.20843 -1.35000 6.8580 2.3723 -0.7198 0.448
Se 0.06911 -0.02457 -4.35065 -0.0552 0.3895 -0.3796 0.858
As -0.02001 0.26405 2.34905 -0.8338 -1.2959 1.8607 1.453
P -2.88870 -0.24587 -1.20735 -1.3405 -0.2241 1.0805 0.534
P -0.28110 2.11470 -1.00044 -0.9785 2.9814 -0.4368 0.729
P 0.19751 -2.28719 -1.02084 -0.1727 -2.9125 0.0878 0.704
C -3.95204 -2.09777 3.63354 0.1899 0.0062 -0.0596 -0.007
C 1.53256 -1.51428 4.13379 0.1121 -0.9075 0.6005 -0.063
C -4.00066 -0.72660 3.35931 0.1578 0.3131 -0.0178 -0.033
C -2.73797 -2.78918 3.54151 0.1184 0.0022 0.0303 -0.021
C 1.31560 3.07955 -0.96234 0.6806 -0.6554 0.1028 -0.222
C 1.92992 -2.90075 -0.84076 0.4886 0.6401 0.0439 -0.215
C 4.00405 -0.56689 3.19900 -0.2916 0.6636 -0.6069 -0.005
C -3.23085 -0.31740 -2.97429 -0.2441 -0.0445 0.2784 -0.211
C 2.72411 -2.03395 4.64132 -0.7498 -0.0846 0.1581 0.003
C 0.04615 3.71105 5.59180 -0.0006 0.2508 0.1089 0.079
C -0.73413 2.57182 5.81161 -0.6219 -1.5084 -0.5447 0.034
C 0.73400 2.83156 3.43471 0.6857 1.5644 0.6820 -0.072
C -1.00825 2.98150 -2.46446 0.0547 -0.2984 -0.1140 -0.252
C -3.49693 -1.70121 -0.35912 -0.2221 0.0791 -0.1847 -0.200
C 1.99766 0.33716 -8.04943 -0.1218 -0.0199 0.6741 -0.017
C 3.77080 -0.15029 -6.40421 -0.6158 0.1342 0.0269 -0.021
C -1.61367 -0.73601 2.93451 0.2953 0.1171 -0.5396 -0.389
C -0.51276 -3.46924 0.19139 -0.3300 0.2371 0.1542 -0.233
C 1.42301 0.06731 -5.63860 0.6639 0.3994 -0.8086 -0.607
C -3.72963 1.14981 -0.47292 -0.2430 0.0591 -0.1646 -0.205
C -1.57077 -2.11590 3.17322 -0.0681 0.0241 -0.0638 -0.124
C -0.78871 1.55139 4.85390 -0.4072 0.8467 1.6196 -0.020
C -1.07680 3.13044 0.34932 -0.1493 -0.4032 0.2386 -0.236
C 3.23181 0.22292 -0.68955 -2.3200 0.1312 -1.4676 -0.028
C 0.78991 3.84151 4.40127 0.3306 -0.8731 -1.5565 0.038
C 3.95841 -1.56798 4.17571 0.0561 -0.0476 -0.0379 0.031
C 2.82116 -0.04531 2.67562 0.7438 -0.1453 0.1968 -0.100
C 3.36023 0.07549 -7.74711 -0.1379 -0.0714 -0.0764 0.007
C -0.07775 1.71123 3.65564 0.6689 -0.0859 -0.6704 -0.305
C 2.80341 -0.11962 -5.38519 1.2784 -0.2967 0.1493 -0.107
C 1.58739 -0.56094 3.11697 -0.3653 0.9500 -0.4559 -0.318
C -2.83646 -0.03893 3.00431 0.0695 -0.2660 0.0779 -0.138
C 1.06020 0.36000 -6.99818 0.4048 -0.2042 -0.6194 -0.087
C 2.89303 0.16886 -2.01251 -2.1878 0.0804 2.2626 -0.085
C -0.28687 -3.03175 -2.62687 0.1397 0.1964 -0.2284 -0.267
H -4.30700 -0.50826 -2.99226 -0.0629 0.0090 -0.7793 0.085
H 3.08981 1.15686 -0.13761 0.9880 -0.0252 -0.4082 0.029
H -0.75890 4.18460 0.30969 0.0606 -0.4507 -0.2531 0.079
H 2.64896 -2.40170 -1.49225 -0.1240 -0.1810 0.0746 0.036
H 3.09559 -0.65740 -0.06477 0.9663 -0.1103 -0.2393 0.024
H -0.64027 -0.09378 0.26621 -0.5173 -0.2717 -0.4578 -0.154
H 0.03510 0.60409 -7.22408 -0.2057 -0.1003 -0.0417 0.101
H 2.68602 -2.80829 5.41176 0.0174 0.3240 -0.2029 0.142
H 2.26839 -2.78844 0.19658 -0.1287 0.0753 -0.1842 0.050
H -2.86309 1.03847 2.83252 -0.1029 -0.2101 0.0024 0.108
H -2.16634 3.12624 0.28302 0.1683 -0.0729 -0.0235 0.033
H -1.35930 -3.25300 -2.62418 0.1622 -0.0827 -0.0997 0.053
H -1.30874 2.46473 6.72613 0.1067 0.0499 -0.0541 0.145
H -3.40378 1.26200 0.57554 -0.3081 -0.0960 -0.4854 0.037
H -0.74324 4.04769 -2.44066 -0.0779 -0.3163 0.0087 0.074
H -3.52463 2.07518 -1.04529 -0.3681 -0.5370 0.3402 0.054
H 0.29720 -3.94932 -2.75079 -0.2650 -0.0222 -0.0874 0.074
H -4.86015 -2.62739 3.92257 0.2374 0.1324 -0.0826 0.138
H 1.31642 2.92042 2.51070 -0.2250 0.0605 0.4167 0.108
H -3.11698 -1.69367 0.68207 -0.3677 0.0214 -0.5457 0.035
H 4.84752 -0.34665 -6.19268 -1.1149 0.2498 -0.0362 0.138
H 1.68012 0.51894 -9.10435 0.2627 -0.1122 1.1529 0.143
H 0.08451 4.50054 6.33638 0.0151 -0.0857 -0.0072 0.154
H -2.68809 -3.85823 3.76491 -0.0820 0.3745 -0.0695 0.137
H 1.13813 4.15528 -1.14195 -0.4080 -0.6120 0.0349 0.082
H 0.56924 -1.84577 4.52778 0.4881 0.0509 -0.0386 0.107
H -2.09897 2.89526 -2.46156 0.1505 -0.0066 -0.1131 0.038
H -1.49630 -3.14558 0.53757 0.1761 -0.1583 -0.0377 0.007
H -4.94335 -0.17734 3.43575 0.3166 -0.2401 0.0042 0.135
H 4.10950 0.05566 -8.56657 -0.6192 0.0043 0.7000 0.141
H -0.60926 -4.45564 -0.27836 0.1012 0.1788 0.0851 0.082
H -4.78343 0.85301 -0.53347 -0.0946 0.6273 0.2198 0.081
H -2.95031 0.63261 -3.45047 -0.3584 -0.2467 0.0309 0.052
H 2.42482 -0.74543 -2.41014 1.2629 0.1262 -0.1354 0.004
H -4.58132 -1.56701 -0.40159 -0.1035 -0.6907 0.2917 0.077
H -0.80261 2.75504 1.34331 -0.1037 0.0885 -0.2369 -0.018
H 2.39987 1.02472 -2.50472 1.3769 -0.1178 -0.0746 0.026
H -0.60752 2.51777 -3.38047 -0.2018 0.3079 0.2439 0.000
H 3.14439 -0.23404 -4.35374 -0.1209 -0.1380 -0.5116 0.064
H 4.88533 -1.97340 4.58215 -0.2339 0.0874 -0.0878 0.146
H 4.96155 -0.18352 2.83930 -0.2809 -0.1389 0.1769 0.140
H -0.05006 -2.33475 -3.45435 -0.1405 -0.6531 0.4361 -0.052
H 1.94553 -3.97806 -1.06847 -0.3389 0.3506 -0.0036 0.087
H -2.65096 -1.13474 -3.43579 -0.4756 0.1709 0.0719 0.039
H -3.15699 -2.60608 -0.89405 -0.4153 0.3355 0.3014 0.065
H -0.62542 -2.65427 3.09705 -0.4084 0.0213 -0.0416 0.089
H -1.37840 0.65772 5.02925 0.0961 0.1977 0.0987 0.118
H 2.02457 2.73799 -1.71783 -0.0866 0.0747 0.1130 0.035
H 0.15214 -3.55899 1.05731 -0.1070 0.0029 -0.1717 0.046
H 1.80630 3.00385 0.01752 -0.1255 -0.1126 -0.2003 0.035
H 2.84748 0.75520 1.93747 0.0993 -0.2526 0.1609 0.080
H 1.40223 4.71655 4.22718 -0.0195 0.0261 0.0649 0.141
```
Forces are in eV/Å.

Output
Total charge: +4
Frontier orbital gap (alpha / beta): 5.93 / 2.78 eV
Spin multiplicity: 5
HOMO level (alpha / beta): -17.5 / -17.9 eV
LUMO level (alpha / beta): -11.6 / -15.1 eV
E: -193611.6149 eV
⟨S²⟩: 6.06

***

3.
C7H10O2 | ωB97M-V/def2-TZVPD

Geometry as XYZ:
```
19
Properties=species:S:1:pos:R:3:forces:R:3:lowdin_charge:R:1
O 0.09660 -1.11425 -0.51886 -3.9353 3.2171 1.9253 -0.076
O -1.68280 1.56037 0.15107 1.9791 -0.9154 -0.2055 0.018
C -0.33561 1.53410 -0.24273 -2.1129 -2.5449 0.7221 -0.071
C 1.87124 0.21594 -0.48269 1.6031 3.0193 -3.7431 -0.258
C 2.37177 -0.34699 0.81733 -4.2209 0.6707 0.7492 -0.117
C -1.33389 -0.77828 -0.49135 -1.6740 0.4124 -2.4497 -0.269
C 0.37842 0.42462 -0.31746 4.2551 -3.8529 -2.4129 -0.228
C -2.75837 -0.85106 0.18874 -0.0126 0.9106 0.0045 0.035
C -1.70166 0.18600 0.54876 -0.4165 -0.7867 -0.2687 -0.325
H 2.03068 -0.55276 -1.33105 -0.2978 1.2806 1.3877 0.124
H 1.59187 -1.26097 0.95368 2.4469 2.0820 0.5718 0.139
H -3.61803 -0.39026 -0.56995 2.3387 -1.8588 2.2621 0.179
H -2.95049 -1.54047 1.01483 -0.6818 0.1911 -0.5208 0.088
H 2.34917 0.50990 1.57244 0.0120 -1.6875 -0.5402 0.107
H 2.61560 1.25217 -0.99343 -2.4505 -2.7752 1.9848 0.197
H -0.85751 -0.03498 1.28663 -2.0190 0.3703 0.2540 0.188
H -1.63250 -0.46866 -1.51055 0.6566 0.0387 0.4569 0.152
H 0.26407 2.25646 -0.60395 1.0165 3.7562 -0.4499 0.101
H 3.30144 -0.60088 0.52855 3.5134 -1.5275 0.2726 0.016
```
Forces are in eV/Å.

Output
Energy above the lowest of the compared OMol25 structures with the same formula, charge and spin: 8.0487 eV
Frontier orbital gap: 9.99 eV
HOMO level: -9.1 eV
LUMO level: 0.9 eV
E: -11507.8077 eV